# 1
Density functional theory data (ωB97M-V with the def2-TZVPD basis set) for a molecular structure, C45H46BaN6O2PSTe at a distorted geometry.

Each line ends with the Löwdin charge.
Atoms and positions in Å:
Ba 0.3193 -0.0755 0.2966  1.9273
C 6.4599 3.9399 -1.2731  -0.0348
C 5.3573 3.1408 -0.6259  -0.2509
C 4.9175 3.3775 0.6499  0.0206
C 3.8799 2.6207 1.2365  -0.1160
C 3.5844 2.8484 2.6043  0.0154
N 2.7227 2.1970 3.3151  0.0925
C 2.5181 2.4077 4.7628  -0.1457
C 1.5871 1.3586 5.3417  -0.1590
C 0.1550 1.4915 4.8249  -0.2306
N -0.7801 0.6764 5.5859  -0.0541
C -1.4307 -0.4139 4.9033  -0.4943
C -0.4941 -1.5653 4.5544  -0.1826
C -0.1144 -2.4537 5.5494  0.0186
C 0.7069 -3.5557 5.3074  -0.2636
C 1.0906 -4.5103 6.4125  -0.0504
C 1.1177 -3.7609 4.0011  -0.0006
C 0.7742 -2.8898 2.9625  -0.1213
C 1.1407 -3.2831 1.5983  -0.0953
N 0.9161 -2.6555 0.5052  -0.1166
C 1.2601 -3.3849 -0.7308  -0.2185
C 0.9002 -2.5804 -1.9851  -0.2064
C 1.9787 -1.5900 -2.4263  -0.2297
N 2.2122 -0.5190 -1.4436  -0.1391
C 3.2489 0.1899 -1.6260  -0.1252
C 3.7097 1.3195 -0.7979  -0.1079
C 4.7489 2.0726 -1.3053  0.0213
C 3.2004 1.6095 0.5039  -0.2931
O 2.2023 0.9720 1.0179  -0.4048
C -0.0111 -1.7488 3.2471  -0.3669
O -0.3135 -0.8810 2.3120  -0.6767
H 6.8638 4.6821 -0.5858  0.0798
H 6.0972 4.4666 -2.1587  0.0712
H 7.2809 3.2948 -1.5918  0.0877
H 5.3869 4.1567 1.2451  0.1270
H 4.1512 3.6137 3.1312  0.1539
H 2.1986 1.4750 2.8164  0.1212
H 2.0962 3.4037 4.9088  0.1298
H 3.4886 2.3792 5.2549  0.1279
H 1.5844 1.4692 6.4266  0.1226
H 1.9681 0.3546 5.1269  0.1238
H 0.0996 1.2043 3.7690  0.0747
H -0.1472 2.5422 4.8712  0.1291
H -1.4631 1.2495 6.0601  0.1021
H -2.2022 -0.7898 5.5686  0.0855
H -0.4793 -2.2804 6.5594  0.1283
H 0.7639 -4.1381 7.3832  0.0741
H 2.1710 -4.6531 6.4563  0.0786
H 0.6362 -5.4918 6.2648  0.0820
H 1.7198 -4.6352 3.7624  0.1229
H 1.6058 -4.2770 1.5443  0.1320
H 0.7172 -4.3313 -0.7480  0.1210
H 2.3281 -3.6275 -0.7457  0.1247
H -0.0532 -2.0605 -1.8065  0.0750
H 0.7302 -3.2716 -2.8109  0.1190
H 1.6777 -1.1352 -3.3754  0.0901
H 2.9096 -2.1342 -2.6162  0.1272
H 3.9115 -0.0330 -2.4723  0.1376
H 5.1153 1.8173 -2.2978  0.1261
N -0.1082 3.2443 -2.6402  -0.1421
P 0.3464 1.6477 -3.0530  1.0383
C -0.7807 1.2017 -4.4236  -0.3745
C -1.2608 2.1220 -5.3522  -0.0838
C -2.1060 1.7149 -6.3713  -0.0697
C -2.4752 0.3772 -6.4810  -0.0719
C -2.0006 -0.5496 -5.5659  -0.0727
C -1.1629 -0.1331 -4.5363  -0.1105
C 1.8709 2.0466 -4.0007  -0.3531
C 2.2922 1.1903 -5.0225  -0.0990
C 3.4796 1.4249 -5.7017  -0.0704
C 4.2622 2.5280 -5.3790  -0.0778
C 3.8540 3.3860 -4.3674  -0.0920
C 2.6731 3.1405 -3.6741  -0.1078
C -0.7984 3.6187 -1.4920  -0.3833
C -1.2329 4.9432 -1.3617  -0.0185
C -1.9212 5.3081 -0.2287  -0.0595
C -2.1692 4.3560 0.7552  -0.0645
C -1.6990 3.0801 0.5389  -0.1585
N -1.0187 2.6959 -0.5581  0.0347
H 0.0042 3.9767 -3.3244  0.0946
H -0.9731 3.1664 -5.2928  0.1026
H -2.4760 2.4391 -7.0862  0.1086
H -3.1373 0.0625 -7.2775  0.1087
H -2.2888 -1.5905 -5.6449  0.1076
H -0.8086 -0.8565 -3.8073  0.0787
H 1.6733 0.3461 -5.3109  0.1011
H 3.7853 0.7558 -6.4980  0.1095
H 5.1790 2.7222 -5.9220  0.1080
H 4.4553 4.2524 -4.1163  0.1019
H 2.3834 3.8024 -2.8668  0.1028
H -1.0338 5.6571 -2.1518  0.1124
H -2.2707 6.3267 -0.1118  0.1144
H -2.7179 4.5899 1.6575  0.1000
H -1.8727 2.3133 1.2858  0.0113
Te -2.5672 0.1510 3.1196  1.4003
C -3.9932 1.2493 4.2439  -0.9074
C -4.3285 1.2225 5.5682  -0.2494
C -5.3662 2.1459 5.9123  -0.1967
C -5.8040 2.8572 4.8429  -0.4262
S -4.9239 2.4415 3.4305  0.9076
H -3.8815 0.5457 6.2870  0.0905
H -5.7752 2.2519 6.9084  0.1031
H -6.5816 3.6052 4.8026  0.0661

Summary:
Kohn-Sham gap in eV: 6.07
E_HOMO in eV: -9.103
2S+1: 1
Charge: +1



# 2
Density functional theory data (ωB97M-V with the def2-TZVPD basis set) for a molecular structure, C30H71BBr2GaN4O3 at a distorted geometry.

Each line ends with the Löwdin charge.
Atoms and positions in Å:
C -2.9379 -0.5356 2.5608  0.0063
C -2.2798 -1.8482 1.8947  -0.4081
O -1.5733 -2.5544 2.6440  0.0412
O -2.4518 -2.2075 0.5426  -0.0888
C -1.3805 -1.6757 -0.3014  -0.1587
C -1.8047 -0.2535 -0.9038  -0.1673
C -2.2599 -0.4385 -2.4253  -0.2107
C -2.6623 1.0100 -3.0221  -0.2971
C -1.7069 1.5171 -4.2029  -0.3190
Ga -0.3030 2.9336 -3.6074  0.3597
B 1.3173 2.0609 -2.5954  -0.5503
O 1.3039 0.6687 -2.1152  -0.0287
N 2.5821 2.8448 -2.3596  -0.2003
C 2.8808 3.0467 -0.9144  -0.1262
C 3.7258 2.1689 -3.0590  -0.1284
C -1.1242 4.5622 -2.6392  -0.7552
Br -3.1107 4.5652 -2.9238  0.4831
C -0.7722 4.6734 -1.0645  -0.7209
C -0.5487 6.2509 -0.7648  -0.1983
Br -2.4357 4.1970 -0.0244  0.5028
H -3.4330 -0.8721 3.5366  0.0907
H -2.1181 0.2365 2.7476  0.1023
H -3.7688 -0.1599 1.8864  0.0696
H -0.4737 -1.4933 0.3733  0.1297
H -1.1461 -2.3957 -1.1503  0.1314
H -2.6815 0.2364 -0.3472  0.1132
H -0.9491 0.4920 -0.8689  0.1048
H -1.4963 -0.9886 -3.0672  0.1018
H -3.2051 -1.0950 -2.4038  0.0987
H -3.7048 0.8582 -3.4922  0.0960
H -2.8063 1.7437 -2.1683  0.0458
H -1.0896 0.6433 -4.6364  0.0389
H -2.3309 1.9338 -5.0566  0.0328
H 0.3274 3.5082 -4.9963  -0.0544
H 1.0067 0.1257 -2.8795  0.0765
H 4.0025 2.9681 -0.6687  0.0845
H 2.3532 2.2575 -0.2676  0.0898
H 2.5346 4.0939 -0.5833  0.0784
H 3.3977 1.7686 -4.0727  0.0894
H 4.6030 2.8687 -3.2415  0.0802
H 4.1136 1.2934 -2.4327  0.0859
H -0.7361 5.5054 -3.1374  0.0346
H 0.1327 4.0794 -0.7337  0.0660
H -0.6060 6.4904 0.3533  0.0578
H -1.3563 6.8794 -1.2878  0.0788
H 0.4647 6.5966 -1.1537  0.0763
C -5.9857 -1.2933 -0.4466  -0.0778
C -6.3811 -2.1054 0.7817  -0.2646
N -7.7133 -1.7883 1.2833  -0.1925
C -7.9699 -2.3123 2.6207  -0.2550
C -7.9781 -3.8294 2.7998  -0.0932
C -8.8092 -1.9311 0.3328  -0.2507
C -9.0007 -3.2927 -0.3339  -0.0894
H -6.1011 -0.2216 -0.2645  0.0857
H -4.9373 -1.4807 -0.6915  0.0533
H -6.5805 -1.5645 -1.3222  0.0677
H -5.6474 -1.8769 1.5633  0.1045
H -6.2727 -3.1735 0.5551  0.1027
H -8.9178 -1.9071 2.9913  0.1090
H -7.2094 -1.8993 3.2944  0.1074
H -8.8751 -4.2822 2.3742  0.0523
H -7.9775 -4.0729 3.8661  0.0684
H -7.1010 -4.3052 2.3574  0.0680
H -8.6751 -1.1848 -0.4571  0.1026
H -9.7488 -1.6414 0.8168  0.1126
H -8.0675 -3.6988 -0.7306  0.0679
H -9.6900 -3.1914 -1.1779  0.0707
H -9.4379 -4.0239 0.3460  0.0507
C -0.0421 -7.3392 -0.6777  -0.0950
C 1.2118 -7.0099 0.1253  -0.2793
N 1.4872 -5.5822 0.2081  -0.1920
C 2.8314 -5.2773 0.6861  -0.2541
C 3.1903 -5.6952 2.1110  -0.0946
C 0.4205 -4.7511 0.7596  -0.2398
C -0.0961 -5.0887 2.1562  -0.0849
H -0.0074 -6.8780 -1.6680  0.0784
H -0.1210 -8.4210 -0.8138  0.0677
H -0.9495 -7.0058 -0.1689  0.0643
H 2.0512 -7.5014 -0.3800  0.1143
H 1.1326 -7.4702 1.1185  0.0962
H 3.0192 -4.2043 0.5742  0.1129
H 3.5463 -5.7565 0.0059  0.1059
H 2.7062 -5.0589 2.8532  0.0547
H 4.2688 -5.5924 2.2626  0.0671
H 2.9308 -6.7354 2.3175  0.0640
H -0.4290 -4.7836 0.0692  0.1020
H 0.7350 -3.7019 0.7460  0.1096
H -0.3124 -6.1540 2.2765  0.0670
H -1.0266 -4.5517 2.3370  0.0421
H 0.6021 -4.7844 2.9360  0.0596
C 8.5668 2.5307 0.8942  -0.0934
C 8.2626 3.9205 0.3449  -0.2753
N 6.9642 4.4352 0.7591  -0.1932
C 6.5298 5.5996 -0.0066  -0.2533
C 7.3638 6.8744 0.1061  -0.0919
C 6.7287 4.5059 2.1961  -0.2495
C 7.7120 5.3165 3.0397  -0.0898
H 7.7623 1.8298 0.6580  0.0804
H 9.4872 2.1487 0.4453  0.0699
H 8.7115 2.5443 1.9771  0.0621
H 8.2766 3.8404 -0.7478  0.1182
H 9.0793 4.6009 0.6184  0.0963
H 5.4908 5.8329 0.2487  0.1123
H 6.4970 5.3129 -1.0644  0.1098
H 7.2217 7.3674 1.0692  0.0535
H 7.0498 7.5868 -0.6619  0.0711
H 8.4298 6.6888 -0.0394  0.0652
H 6.7094 3.4841 2.5895  0.1019
H 5.7160 4.8813 2.3790  0.1165
H 8.7536 5.0771 2.8133  0.0653
H 7.5549 5.0913 4.0992  0.0709
H 7.5669 6.3899 2.9193  0.0521

Summary:
Kohn-Sham gap in eV: 6.85
E_HOMO in eV: -4.502
2S+1: 1
Charge: -1